[1]
This record from OMol25 describes C10H19NO14Sr as an isolated structure. The level of theory is ωB97M-V/def2-TZVPD.

Computed properties:
HOMO energy = -1.387 eV
LUMO = 4.112 eV
multiplicity = 1
relative energy (zero: lowest compared OMol25 entry of this formula, charge and spin) = 0.0 kcal/mol
net charge = -2
E_tot = -1531.5553 a.u.

Cartesian coordinates (Å):
Sr 0.44424 -0.13381 -0.17521
O 3.05501 -3.29309 -1.05710
C 2.98361 -2.89105 0.24359
O 3.76279 -3.32908 1.11244
O 2.07073 -2.03706 0.51441
H 2.31522 -2.81028 -1.46650
O 1.05981 -0.89305 -4.50758
C 0.88071 -0.68134 -3.17046
O 1.34964 -1.49517 -2.34447
O 0.15003 0.25114 -2.78005
H 1.62529 -1.67224 -4.56809
O -1.40922 0.08616 4.01558
C -0.16205 -0.41025 3.62567
O 0.62250 -0.72737 4.53756
O 0.11223 -0.47814 2.39919
H -1.34638 -0.10790 4.96186
O 4.32836 2.29780 0.68664
C 3.30782 1.37643 0.77601
O 2.51291 1.28501 -0.20695
O 3.19657 0.66126 1.77406
H 4.25082 2.41805 -0.27984
C 0.61950 3.99203 0.02690
O -0.08544 2.81016 0.36881
C -1.48674 3.01375 0.29685
C -2.18643 1.71453 0.69491
N -1.97661 0.68893 -0.35370
C -2.85578 -0.45673 -0.00054
C -2.49863 -1.72869 -0.76180
O -1.23774 -2.17310 -0.27629
C -0.73652 -3.37134 -0.84234
H 0.32320 4.15531 -1.01765
H 1.68359 3.77153 -0.05450
H 0.47991 4.82072 0.72311
H -1.77897 3.34000 -0.71181
H -1.85552 3.81794 0.94528
H -3.23832 1.90665 0.94606
H -1.78297 1.29758 1.62338
H -2.30405 1.16349 -1.19008
H -3.89100 -0.26310 -0.30865
H -2.76414 -0.66372 1.06501
H -2.56380 -1.57393 -1.84639
H -3.18585 -2.56230 -0.56445
H 0.26626 -3.52617 -0.44700
H -0.74680 -3.35645 -1.93281
H -1.30777 -4.23312 -0.47303

These are the Mulliken partial charges, in e, on atoms 1 to 4: 1.84, -0.55, 0.42, -0.78

[2]
This record from OMol25 describes a 7-piece molecular cluster, C3H22NO6 overall. The level of theory is ωB97M-V/def2-TZVPD.

Computed properties:
HOMO energy = -14.436 eV
LUMO = -2.556 eV
multiplicity = 1
relative energy (zero: lowest compared OMol25 entry of this formula, charge and spin) = 13.1 kcal/mol
net charge = +1
E_tot = -633.4844 a.u.

Cartesian coordinates (Å):
C 3.23039 0.16132 0.38259
C 1.83045 -0.21858 0.80133
N 0.81232 0.68704 0.12527
C 0.96895 2.10208 0.52525
H 3.65093 0.90518 1.05896
H 3.90594 -0.69792 0.39521
H 3.32961 0.52242 -0.63356
H 1.53188 -1.20873 0.47613
H 1.62976 -0.12226 1.86014
H -0.09636 0.28469 0.36271
H 0.83319 0.59686 -0.88865
H 1.43084 2.13258 1.50262
H 0.02477 2.61844 0.58470
H 1.67743 2.61898 -0.11804
H -2.87289 2.75856 1.22194
H -2.38161 1.83329 2.26584
O -2.19465 2.07544 1.34468
H -3.14440 -0.16962 1.05457
H -3.53359 -1.28110 1.98414
O -2.76429 -0.92943 1.51368
H -0.80349 -2.99750 -2.50130
H -0.74145 -3.06659 -0.92452
O -0.90592 -2.49569 -1.68718
H -0.84321 -3.43114 0.98985
H -1.17473 -1.93437 0.95005
O -0.42948 -2.55858 1.01893
H -2.32998 0.50449 -1.39792
H -1.67603 -0.93106 -1.43747
O -1.65714 -0.05778 -0.98916
H 0.93163 1.31856 -3.83995
H 0.71557 0.03893 -3.03989
O 1.04555 0.94148 -2.96092

These are the Mulliken partial charges, in e, on atoms 1 to 4: -1.16, -0.46, 0.40, -0.86

[3]
This record from OMol25 describes an isolated ion of composition C3H13N6 and charge +1. The level of theory is ωB97M-V/def2-TZVPD.

Computed properties:
HOMO energy = -12.569 eV
LUMO = -3.023 eV
SMILES = NN1C[NH2+]CNC1(N)N
multiplicity = 1
relative energy (zero: lowest compared OMol25 entry of this formula, charge and spin) = 3.1 kcal/mol
net charge = +1
E_tot = -450.3210 a.u.

Cartesian coordinates (Å):
C -1.72811 0.55669 0.77840
C -0.75634 -1.09627 -0.77174
C 0.62385 0.53501 0.51592
N -0.52824 1.27613 0.88866
N 0.35358 -0.19456 -0.82374
N 1.76823 1.39835 0.19704
N 0.99200 -0.52857 1.41746
N 1.55226 -0.74313 -1.30907
N -1.85890 -0.12008 -0.69747
H -1.80228 -0.34374 1.28016
H -2.54149 1.06396 0.98605
H -0.95239 -1.56649 -1.84098
H -0.91817 -1.69486 0.06908
H -0.64382 2.21926 0.53605
H 2.37764 1.11613 -0.53769
H 2.29141 1.62433 1.03141
H 1.76464 -1.07229 1.03614
H 1.23236 -0.29151 2.35280
H 1.64445 -0.80962 -2.31903
H 1.60644 -1.59590 -0.79319
H -2.79545 -0.42377 -0.79811
H -1.68169 0.69093 -1.19816

These are the Mulliken partial charges, in e, on atoms 1 to 4: -0.99, -0.67, 1.12, -0.29

[4]
This record from OMol25 describes C55H53Cl14I2NNbO3 as an isolated structure. The level of theory is ωB97M-V/def2-TZVPD.

Computed properties:
HOMO energy = -5.222 eV
LUMO = 1.618 eV
multiplicity = 1
net charge = -1
E_tot = -9503.1055 a.u.

Cartesian coordinates (Å):
C 6.06025 -2.48982 1.97478
C 4.71454 -2.14881 2.59550
C 3.49107 -2.17434 1.65588
C 3.75049 -1.68682 0.19121
C 4.16443 -2.92057 -0.66227
Nb 1.88208 -0.69522 -0.61496
C 0.77136 -2.65014 -0.72616
C -0.02112 -3.19496 0.48579
C -1.08976 -2.30474 1.10657
C -2.16018 -1.71439 0.22801
O -3.26570 -1.50286 0.65430
O -1.84137 -1.41576 -1.05876
N 2.49251 -0.87280 -2.67327
C 3.65672 -0.66584 -2.90035
O 4.79563 -0.62236 -3.15358
C 2.54715 1.50938 -0.40534
I 4.63086 1.97141 -0.54336
C 1.92957 2.19700 0.84439
C 1.93977 3.73207 0.74161
I 2.90817 1.61121 2.67031
H 6.01798 -3.33835 1.30246
H 6.45469 -1.62630 1.44216
H 6.78195 -2.69726 2.76472
H 4.74484 -1.18796 3.10557
H 4.52327 -2.88194 3.38274
H 2.73221 -1.57089 2.14747
H 3.08320 -3.18433 1.64699
H 4.63410 -1.05382 0.25719
H 3.91042 -3.85214 -0.16174
H 3.69280 -2.94838 -1.64220
H 5.24012 -2.93603 -0.82426
H 0.31255 0.13393 -1.19749
H 1.18009 -0.48230 1.03136
H 1.43910 -3.45308 -1.04613
H 0.06030 -2.54176 -1.54372
H -0.50909 -4.13472 0.21114
H 0.70130 -3.46006 1.25580
H -0.65281 -1.48048 1.66794
H -1.65106 -2.88130 1.83874
H -1.56458 -0.49033 -1.13674
H 2.05338 2.03909 -1.21845
H 0.91071 1.83285 0.88061
H 2.65570 4.20868 1.39778
H 2.15171 4.00470 -0.28830
H 0.94564 4.10948 0.96107
Cl 5.85495 -5.85908 3.79689
C 7.25056 -5.63199 4.78520
C 7.22810 -4.77150 5.87418
Cl 5.79787 -3.89998 6.29743
C 8.37103 -4.59805 6.64153
C 9.53240 -5.28156 6.32538
C 9.55273 -6.14526 5.23873
C 8.41459 -6.31906 4.47127
H 8.34711 -3.92305 7.48541
H 10.42706 -5.14196 6.91827
H 10.45841 -6.68198 4.98796
H 8.42444 -6.98672 3.62161
Cl -0.84283 3.16129 -0.86409
C -1.63146 4.52838 -1.55226
C -2.80492 5.03748 -1.01433
Cl -3.52804 4.33496 0.39234
C -3.43796 6.11166 -1.61808
C -2.90250 6.67980 -2.76085
C -1.71790 6.18591 -3.28943
C -1.08576 5.11235 -2.68684
H -4.36265 6.49179 -1.20734
H -3.41228 7.50489 -3.23928
H -1.29199 6.62868 -4.17933
H -0.17097 4.71252 -3.10108
Cl -6.08574 5.14801 -6.34502
C -5.16869 4.07169 -5.34534
C -5.39178 3.99355 -3.98018
Cl -6.60315 4.95211 -3.20291
C -4.64717 3.12337 -3.20095
C -3.67746 2.32835 -3.78444
C -3.45276 2.40333 -5.15207
C -4.19813 3.27301 -5.93077
H -4.82938 3.06614 -2.13618
H -3.09893 1.64986 -3.17172
H -2.69774 1.78206 -5.61375
H -4.02920 3.33401 -6.99642
Cl -11.67144 1.60199 -7.04764
C -11.21071 2.22712 -5.50019
C -12.05236 2.12567 -4.40180
Cl -13.60254 1.36378 -4.52364
C -11.65422 2.63681 -3.17570
C -10.41748 3.24524 -3.04644
C -9.57478 3.34509 -4.14446
C -9.97282 2.83653 -5.36841
H -12.31431 2.55368 -2.32404
H -10.11026 3.63945 -2.08686
H -8.60227 3.81029 -4.04670
H -9.31774 2.90652 -6.22568
Cl -8.20891 3.80581 1.47178
C -7.40935 4.00411 2.99278
C -8.10437 3.92066 4.19045
Cl -9.80532 3.60423 4.22362
C -7.43315 4.09089 5.39216
C -6.07218 4.34178 5.39838
C -5.37626 4.42198 4.20007
C -6.04521 4.25337 3.00108
H -7.98071 4.02530 6.32148
H -5.55485 4.47355 6.33857
H -4.31218 4.61406 4.19761
H -5.51068 4.31503 2.06482
Cl 15.17003 -7.15025 6.27739
C 14.52028 -5.72294 5.54838
C 13.48370 -5.01790 6.14254
Cl 12.79279 -5.52946 7.64396
C 12.97623 -3.88168 5.52944
C 13.50467 -3.44827 4.32642
C 14.54528 -4.15009 3.73425
C 15.05099 -5.28479 4.34447
H 12.16517 -3.33994 5.99502
H 13.10287 -2.56419 3.85168
H 14.96270 -3.81470 2.79511
H 15.85959 -5.83667 3.88710
Cl -7.05485 1.00256 -4.03959
C -6.61544 -0.55761 -4.63269
C -7.38638 -1.20363 -5.58816
Cl -8.81521 -0.46951 -6.23335
C -7.01254 -2.45961 -6.04220
C -5.87208 -3.06649 -5.54476
C -5.09895 -2.41791 -4.59097
C -5.47135 -1.16537 -4.13647
H -7.61783 -2.95916 -6.78517
H -5.58711 -4.04677 -5.90112
H -4.20703 -2.88672 -4.19912
H -4.87628 -0.65576 -3.39188

These are the Mulliken partial charges, in e, on atoms 1 to 4: -1.17, -0.34, -0.49, 1.05

Which value of HOMO energy does entry 3 give? -12.569 eV